Record 1
Here is 3 unconnected molecules or ions with the total composition C5H8Br2O2 in a non-equilibrium geometry from OMol25. Energies are from wB97M-V/def2-TZVPD.

Each line ends with the natural charge from an NBO analysis.
Element x y z (Å)
C: 1.32497 1.08881 1.12524  -0.353
C: 0.25688 1.45983 0.48019  0.133
C: -0.77612 1.80526 -0.21116  -0.467
C: 2.53430 0.59868 0.40924  -0.399
C: -1.45882 -1.39663 -0.84688  0.497
O: -1.07349 -1.90176 0.27827  -0.662
O: -0.68208 -1.50404 -1.86451  -0.652
Br: 2.43219 -1.35437 0.11523  -0.083
Br: -4.33407 -0.40500 0.52335  -0.311
H: 1.34546 1.07196 2.20544  0.236
H: -1.53697 1.08808 -0.48014  0.241
H: -3.15439 -0.84390 -0.18013  0.188
H: -0.93637 2.81938 -0.53844  0.232
H: 3.44985 0.75065 0.97730  0.231
H: 2.61790 1.02376 -0.59079  0.233
H: -0.18745 -2.33303 0.30547  0.470
H: 0.17823 -1.96768 -1.70764  0.467

Summary:
charge = 0
LUMO = 0.014 eV
ΔE to the lowest compared entry with this formula, charge and spin = 79.2 kcal per mole
multiplicity = 1
E_HOMO = -0.352 Eh



Record 2
Here is 2 unconnected molecules or ions with the total composition C5H8BrCl in a non-equilibrium geometry from OMol25. Energies are from wB97M-V/def2-TZVPD.

Each line ends with the natural charge from an NBO analysis.
Element x y z (Å)
C: 0.71174 1.32878 0.42996  -0.347
C: 0.86773 0.04469 0.26833  -0.053
C: 1.78231 2.38659 0.49326  -0.634
C: -1.48335 -2.04120 -1.06791  -0.687
C: -1.69311 -1.51289 0.29702  -0.168
Cl: -2.75991 -0.24365 0.57373  0.027
Br: 2.34370 -1.04601 0.05417  0.089
H: -0.30511 1.69526 0.52633  0.231
H: 2.76452 1.92884 0.60733  0.218
H: 1.77246 2.98228 -0.41945  0.223
H: 1.59261 3.04638 1.33916  0.221
H: -0.47641 -2.44647 -1.16013  0.233
H: -1.62987 -1.26187 -1.81522  0.227
H: -2.18514 -2.85179 -1.29186  0.220
H: -1.30219 -2.00895 1.16528  0.200

Summary:
charge = 0
LUMO (spin up / spin down) = 0.511 / -0.449 eV
ΔE to the lowest compared entry with this formula, charge and spin = 70.1 kcal per mole
multiplicity = 1
E_HOMO (spin up / spin down) = -0.319 / -0.284 Eh



Record 3
Here is C5H8BrCl2P in the gas phase in a non-equilibrium geometry from OMol25. Energies are from wB97M-V/def2-TZVPD.

Each line ends with the natural charge from an NBO analysis.
Element x y z (Å)
Cl: -0.01182 3.03927 2.70363  -0.282
P: -1.21338 1.88585 1.57222  0.820
Cl: -2.19687 3.36028 0.57523  -0.289
C: -0.05977 1.28386 0.23287  -0.536
C: -0.88581 0.45574 -0.75421  -0.417
C: -0.20846 -0.94272 -0.72704  -0.410
C: 0.35875 -0.99600 0.65671  -0.427
C: 1.06015 0.36972 0.91617  -0.262
Br: 2.71550 0.56664 -0.04749  -0.002
H: 0.26504 2.19193 -0.07570  0.233
H: -0.87814 0.96966 -1.69248  0.235
H: -1.83944 0.34658 -0.33459  0.205
H: -0.78354 -1.75215 -0.97036  0.218
H: 0.68846 -1.04933 -1.36927  0.213
H: -0.44922 -1.11398 1.44676  0.218
H: 1.15842 -1.83959 0.68272  0.229
H: 1.45037 0.51654 1.94505  0.254

Summary:
charge = 0
LUMO = 0.663 eV
ΔE to the lowest compared entry with this formula, charge and spin = 0.0 kcal per mole
SMILES = ClP(Cl)[C@@H]1CCC[C@H]1Br
multiplicity = 1
E_HOMO = -0.342 Eh



Record 4
Here is a gas-phase ion, C5H8BrClN3 (charge +1) in a non-equilibrium geometry from OMol25. Energies are from wB97M-V/def2-TZVPD.

Each line ends with the natural charge from an NBO analysis.
Element x y z (Å)
C: 0.24625 -1.89004 -0.29336  -0.470
C: -0.87885 -1.68773 0.32850  0.158
Cl: -1.13971 -2.33499 1.81937  0.150
N: -1.67027 -0.64950 0.02179  -0.487
C: -1.49665 0.56528 -0.21070  0.636
N: -2.47145 1.49948 -0.39346  -0.769
N: -0.12486 1.00035 -0.28100  -0.663
C: 0.86410 0.39169 0.39824  0.386
C: 2.24371 0.39555 -0.10880  -0.744
Br: 0.67736 0.26649 2.35420  0.195
H: 0.89541 -2.72422 0.08173  0.246
H: 0.50005 -1.63040 -1.29308  0.236
H: -3.45623 1.40036 -0.18892  0.445
H: -2.20439 2.47705 -0.47216  0.410
H: 0.15133 1.62788 -1.10948  0.452
H: 2.91524 0.68624 0.71511  0.280
H: 2.28905 1.17725 -0.92503  0.246
H: 2.65992 -0.57074 -0.44295  0.293

Summary:
charge = +1
LUMO = -5.454 eV
ΔE to the lowest compared entry with this formula, charge and spin = 61.5 kcal per mole
SMILES = C=C(Cl)/N=C(N)\[NH+]=C(\C)Br
multiplicity = 1
E_HOMO = -0.486 Eh



Record 5
Here is a molecular structure, C5H8BrClN3 in a non-equilibrium geometry from OMol25. Energies are from wB97M-V/def2-TZVPD.

Each line ends with the natural charge from an NBO analysis.
Element x y z (Å)
C: 1.30571 -1.48253 0.26103  0.308
C: -0.32090 -0.48847 -0.16250  0.491
C: 0.66199 1.03219 1.43870  -0.267
C: 2.04546 0.62766 1.02277  -0.116
C: -2.25417 -0.01882 -1.52395  -0.407
N: 2.18313 -0.84512 0.80026  -0.402
N: -0.35644 0.68755 0.41244  -0.577
N: -1.19859 -0.88796 -1.02989  -0.540
Cl: 1.13019 -3.11052 -0.24935  0.128
Br: 2.59530 1.38372 -0.70376  0.073
H: 0.29436 0.57871 2.34639  0.242
H: 0.50831 2.04128 1.65932  0.254
H: 2.80384 0.76444 1.80583  0.269
H: -1.63944 0.81785 -1.69551  0.205
H: -2.65865 -0.56435 -2.29688  0.241
H: -2.99756 0.00711 -0.73838  0.226
H: -0.92182 1.39173 -0.05913  0.424
H: -1.18072 -1.93446 -1.28739  0.448

Summary:
charge = +1
LUMO = -3.782 eV
ΔE to the lowest compared entry with this formula, charge and spin = 53.1 kcal per mole
multiplicity = 1
E_HOMO = -0.521 Eh



Record 6
Here is C5H8BrClO in the gas phase in a non-equilibrium geometry from OMol25. Energies are from wB97M-V/def2-TZVPD.

Each line ends with the natural charge from an NBO analysis.
Element x y z (Å)
C: -1.87056 1.03502 -0.39814  -0.722
C: -0.42548 1.03331 -0.08635  0.555
O: 0.27992 1.98207 -0.24696  -0.510
C: 0.13184 0.01733 0.85594  -0.337
Cl: -0.82807 -0.08272 2.28219  0.019
C: 0.19068 -1.49294 0.03634  -0.161
C: -1.10069 -2.13323 -0.14780  -0.677
Br: 1.49565 -2.77682 0.89716  -0.053
H: -2.01395 -0.09455 -0.54381  0.218
H: -2.29918 1.43246 0.50296  0.259
H: -2.13369 1.57796 -1.28029  0.243
H: 1.20127 0.32692 0.96994  0.262
H: 0.73778 -1.39863 -0.83760  0.208
H: -1.67803 -2.19095 0.84805  0.238
H: -1.01058 -3.14324 -0.52985  0.243
H: -1.63979 -1.60813 -0.93341  0.216

Summary:
charge = 0
LUMO = 0.401 eV
ΔE to the lowest compared entry with this formula, charge and spin = 7.3 kcal per mole
SMILES = CC(=O)[C@@H](Cl)[C@H](C)Br
multiplicity = 1
E_HOMO = -0.361 Eh



Record 7
Here is 2 unconnected molecules or ions with the total composition C5H8BrF in a non-equilibrium geometry from OMol25. Energies are from wB97M-V/def2-TZVPD.

Each line ends with the natural charge from an NBO analysis.
Element x y z (Å)
C: 1.87341 -0.26224 -0.80792  -0.500
C: 1.09779 0.48427 0.33450  -0.284
C: 0.41035 -0.13148 -0.81559  0.408
C: 1.14475 -0.09120 1.70260  -0.609
C: -3.45510 0.37239 -1.25734  -0.433
F: -0.37033 -1.29437 -0.59822  -0.361
Br: -3.34016 0.01101 0.58826  0.050
H: 2.36135 0.40248 -1.50232  0.229
H: 2.42299 -1.24188 -0.71486  0.238
H: 1.13739 1.55075 0.34783  0.226
H: 0.20358 0.14722 2.22178  0.224
H: 1.88371 0.43170 2.22389  0.213
H: 1.44553 -1.23133 1.69393  0.217
H: -2.45444 0.38546 -1.61483  0.189
H: -4.36082 0.46723 -1.80171  0.194

Summary:
charge = 0
LUMO (spin up / spin down) = 0.072 / -0.480 eV
ΔE to the lowest compared entry with this formula, charge and spin = 98.6 kcal per mole
multiplicity = 1
E_HOMO (spin up / spin down) = -0.325 / -0.303 Eh



Record 8
Here is a molecular structure, C5H8BrN2 in a non-equilibrium geometry from OMol25. Energies are from wB97M-V/def2-TZVPD.

Each line ends with the natural charge from an NBO analysis.
Element x y z (Å)
C: 0.47602 0.08039 0.47432  -0.068
C: 1.26546 1.02130 -0.39660  -0.263
C: -1.48283 -0.43548 0.31541  0.565
C: -0.24675 -1.00033 -0.38292  -0.471
C: 2.59893 0.99634 -0.58828  -0.188
N: -0.86054 0.37343 1.09102  -0.511
N: -2.78599 -0.66907 0.12720  -0.708
Br: 3.72994 -0.16013 0.42288  0.093
H: 1.22201 -0.30071 1.25157  0.246
H: 0.65204 1.68664 -0.94022  0.219
H: -0.16329 -0.88196 -1.47351  0.273
H: 0.02620 -2.01705 -0.28525  0.270
H: 2.97175 1.68677 -1.19742  0.216
H: -1.00808 1.40664 1.40875  0.461
H: -2.86275 -1.55562 -0.37820  0.433
H: -3.53210 -0.23115 0.55123  0.433

Summary:
charge = +1
LUMO = -3.668 eV
ΔE to the lowest compared entry with this formula, charge and spin = 60.3 kcal per mole
multiplicity = 1
E_HOMO = -0.479 Eh



Record 9
Here is C5H8BrNO in the gas phase in a non-equilibrium geometry from OMol25. Energies are from wB97M-V/def2-TZVPD.

Each line ends with the natural charge from an NBO analysis.
Element x y z (Å)
C: -1.88495 -1.06713 0.77023  -0.238
O: -0.95535 -0.42230 -0.01491  -0.560
C: 0.24840 0.17255 0.35603  0.115
C: 1.41086 -0.78603 -0.07996  -0.658
C: 0.47738 1.51557 -0.32482  -0.382
Br: -0.87466 2.79217 0.17908  0.067
C: 0.47794 1.37705 -1.76933  0.260
N: 0.61835 1.13792 -2.88986  -0.291
H: -1.45092 -1.71641 1.62773  0.167
H: -2.30925 -1.71541 0.00861  0.201
H: -2.69184 -0.39743 1.14018  0.178
H: 0.28259 0.49625 1.47786  0.193
H: 1.80224 -0.83750 -1.11832  0.242
H: 0.99788 -1.76703 0.13169  0.230
H: 2.33708 -0.55538 0.54026  0.209
H: 1.51426 1.77311 -0.03447  0.266

Summary:
charge = 0
LUMO = 0.602 eV
ΔE to the lowest compared entry with this formula, charge and spin = 52.9 kcal per mole
SMILES = CO[C@@H](C)[C@H](Br)C#N
multiplicity = 1
E_HOMO = -0.376 Eh



Record 10
Here is 2 unconnected molecules or ions with the total composition C5H8Cl2F2 in a non-equilibrium geometry from OMol25. Energies are from wB97M-V/def2-TZVPD.

Each line ends with the natural charge from an NBO analysis.
Element x y z (Å)
C: -0.17220 -0.53547 1.89153  -0.614
C: 0.50430 0.05058 0.66088  -0.229
C: 1.56305 1.13099 0.70369  -0.460
C: 0.27708 1.46609 0.13292  -0.191
Cl: 0.35582 1.61543 -1.70313  -0.106
H: 0.48807 -1.19768 2.44437  0.219
H: -1.11128 -1.09488 1.55599  0.218
H: -0.52943 0.24059 2.64874  0.211
H: 0.75300 -0.72877 -0.14763  0.240
H: 2.47191 1.03864 -0.00183  0.236
H: 2.02970 1.58393 1.66699  0.224
H: -0.46364 2.26385 0.48742  0.251
F: -2.16490 -0.58614 -2.71989  -0.302
C: -1.18641 -1.11322 -2.11590  0.502
F: -0.79250 -0.30100 -1.08168  -0.347
Cl: -1.73078 -2.62103 -1.61810  -0.004
H: -0.29181 -1.21191 -2.80438  0.152

Summary:
charge = 0
LUMO = 0.867 eV
ΔE to the lowest compared entry with this formula, charge and spin = 41.3 kcal per mole
SMILES = C[C@@H]1C[C@H]1Cl.FC(F)Cl
multiplicity = 1
E_HOMO = -0.360 Eh



Record 11
Here is 2 unconnected molecules or ions with the total composition C5H8Cl2N2 in a non-equilibrium geometry from OMol25. Energies are from wB97M-V/def2-TZVPD.

Each line ends with the natural charge from an NBO analysis.
Element x y z (Å)
C: -0.03257 0.00534 1.76872  -0.098
C: 0.43046 1.28490 1.55065  -0.136
N: -0.46363 1.84028 0.66954  -0.532
C: -1.41149 0.89998 0.39343  0.161
N: -1.17826 -0.22761 1.04615  -0.482
H: 0.40207 -0.76094 2.41060  0.225
H: 1.29090 1.83472 1.93200  0.228
H: -0.42577 2.78892 0.28851  0.427
H: -2.24339 1.08854 -0.28517  0.214
Cl: 1.26266 -2.59714 0.09311  -0.066
C: 0.17332 -1.77537 -1.05446  -0.402
C: 0.73460 -0.41316 -1.38915  -0.400
Cl: -0.35475 0.40861 -2.53672  -0.076
H: 0.07795 -2.40947 -1.95683  0.218
H: -0.82809 -1.70000 -0.58869  0.259
H: 0.82997 0.22094 -0.48678  0.236
H: 1.73602 -0.48853 -1.85491  0.224

Summary:
charge = 0
LUMO = 0.676 eV
ΔE to the lowest compared entry with this formula, charge and spin = 0.0 kcal per mole
SMILES = c1c[nH]cn1.ClCCCl
multiplicity = 1
E_HOMO = -0.330 Eh



Record 12
Here is 2 unconnected molecules or ions with the total composition C5H8Cl2N3P in a non-equilibrium geometry from OMol25. Energies are from wB97M-V/def2-TZVPD.

Each line ends with the natural charge from an NBO analysis.
Element x y z (Å)
C: 2.31564 -0.17516 0.13250  -0.087
C: 1.74552 0.81405 0.87292  -0.075
C: 0.08490 -0.22261 -0.22244  0.432
C: 1.42570 -1.99952 -1.38420  -0.435
C: -0.56991 1.63274 1.29624  -0.418
N: -1.00291 -0.63771 -0.70876  -0.442
N: 1.31932 -0.77657 -0.64386  -0.380
N: 0.39962 0.77176 0.67898  -0.384
P: -3.52613 0.95815 -0.26019  0.580
Cl: -4.32004 0.50119 -2.03977  -0.261
Cl: -4.22933 -0.45391 1.01329  -0.281
H: 3.21931 -0.68360 0.26278  0.218
H: 2.08956 1.69251 1.41802  0.225
H: 1.58255 -2.96166 -0.83828  0.209
H: 0.32166 -2.11178 -1.60671  0.248
H: 1.99363 -1.71859 -2.23333  0.216
H: -0.96179 2.54075 0.87922  0.210
H: -1.52180 1.12125 1.07705  0.219
H: -0.36549 1.70870 2.30655  0.207

Summary:
charge = 0
LUMO (spin up / spin down) = -0.782 / -0.398 eV
ΔE to the lowest compared entry with this formula, charge and spin = 78.9 kcal per mole
multiplicity = 1
E_HOMO (spin up / spin down) = -0.276 / -0.266 Eh